[1]
61
Properties=species:S:1:pos:R:3:lowdin_charge:R:1 method="wB97M-V/def2-TZVPD" gap_ev=9.51 total_energy_ha=-1343.9622 molar_mass_g_mol=348.38 lumo_ev=0.04
C 0.034 -0.625 -0.398 -0.1021
C 0.413 -0.180 1.031 -0.2116
C 1.181 1.160 1.122 -0.1666
C 2.066 1.431 2.291 -0.2993
C 2.789 2.524 2.502 0.0580
C 3.062 -0.552 3.356 0.0120
C 2.123 0.386 3.377 -0.1429
H -0.941 -1.091 -0.402 0.0385
H 0.790 -1.303 -0.790 0.0497
H -0.101 0.141 -1.165 0.0674
H -0.400 -0.139 1.739 0.0937
H 1.134 -0.979 1.261 0.0753
H 0.368 1.888 0.996 0.0980
H 1.753 1.245 0.188 0.0698
H 2.874 3.398 1.880 0.0556
H 3.493 2.519 3.321 0.0630
H 3.735 -0.708 2.520 0.0482
H 3.146 -1.282 4.155 0.0564
H 1.328 0.261 4.100 0.1074
H 1.851 -1.876 -2.902 0.0349
H 1.229 -0.465 -2.726 -0.0210
O 1.094 -1.332 -3.119 -0.0731
H -1.486 2.121 -2.288 0.0275
H -2.816 1.974 -2.888 0.0438
O -2.419 2.258 -2.054 -0.0765
H -1.216 -3.509 2.349 0.0326
H -0.157 -2.673 1.894 0.0201
O -0.571 -3.506 1.625 -0.0651
H 4.236 -1.107 0.245 0.0586
H 2.832 -1.542 0.286 0.0433
O 3.364 -0.801 -0.034 -0.0284
H -2.462 3.170 0.006 0.0532
H -2.347 2.792 1.416 0.0686
O -1.836 2.724 0.599 -0.0503
H 0.070 -3.772 -0.650 -0.0165
H 0.109 -5.220 -0.947 0.0417
O 0.462 -4.390 -1.280 -0.0516
H -0.481 4.489 -3.132 0.0567
H 0.534 3.403 -2.970 0.0454
O -0.419 3.584 -2.813 -0.0759
H -3.349 -0.732 0.998 0.0017
H -3.706 -2.138 0.774 0.0041
O -4.069 -1.364 1.237 -0.0936
H -2.481 -1.549 2.620 0.0173
H -2.184 -1.493 4.113 0.0579
O -1.811 -1.795 3.279 -0.0567
H -2.513 1.160 -0.157 0.0103
H -3.185 0.164 -1.111 0.0544
O -2.602 0.212 -0.359 -0.0779
H -1.777 -3.216 -1.072 0.0298
H -2.237 -3.891 0.098 0.0311
O -2.548 -3.192 -0.488 -0.0520
H 1.147 3.164 -0.604 0.0432
H 1.666 4.376 -1.362 0.0736
O 1.572 3.421 -1.429 -0.0552
H -2.293 -0.324 -3.449 0.0257
H -2.576 -0.683 -4.885 0.0425
O -2.907 -0.137 -4.169 -0.0469
H 2.479 1.007 -1.155 -0.0158
H 2.311 1.705 -2.484 0.0244
O 2.644 0.891 -2.096 -0.0563



[2]
79
Properties=species:S:1:pos:R:3:lowdin_charge:R:1 method="wB97M-V/def2-TZVPD" gap_ev=7.71 total_energy_ha=-2597.5908 molar_mass_g_mol=572.13 smiles="C[C@H](Cl)CC1=C(S)C(=O)OC1=O.CN(C)C=O.CN(C)C=O.CN(C)C=O.CN(C)C=O.CN(C)C=O" lumo_ev=-1.26
C 3.220 0.410 2.845 -0.1023
C 2.814 1.512 1.873 -0.7259
Cl 4.009 2.851 1.882 0.6150
C 1.442 2.121 2.196 -0.1736
C 0.404 1.067 2.372 -0.1532
C -0.400 0.789 3.403 -0.4789
S -0.557 1.573 4.953 0.9050
C -1.232 -0.400 3.024 -0.4301
O -2.159 -0.914 3.562 0.1656
O -0.758 -0.871 1.800 0.1315
C 0.117 0.066 1.304 -0.3791
O 0.504 0.019 0.175 0.1578
H 2.867 -0.563 2.486 0.0864
H 2.803 0.589 3.842 0.0885
H 4.306 0.355 2.934 0.0703
H 2.807 1.136 0.849 0.0823
H 1.147 2.794 1.384 0.1354
H 1.522 2.698 3.123 0.1085
H -0.813 2.787 4.440 -0.0962
C 4.096 0.638 -3.267 -0.3385
O 4.964 1.001 -4.040 0.0031
N 2.880 0.196 -3.642 -0.1907
C 1.881 -0.224 -2.682 -0.0647
C 2.571 0.149 -5.060 -0.0374
H 4.238 0.645 -2.173 0.1333
H 1.606 -1.270 -2.841 0.0902
H 0.981 0.388 -2.761 0.0901
H 2.273 -0.120 -1.673 0.0629
H 3.262 -0.510 -5.586 0.0819
H 2.651 1.141 -5.507 0.0963
H 1.556 -0.221 -5.185 0.0854
C -3.593 2.579 2.690 -0.3513
O -3.464 3.648 3.261 0.0032
N -4.747 2.096 2.200 -0.1830
C -4.826 0.811 1.534 -0.0527
C -5.948 2.900 2.351 -0.0397
H -2.739 1.899 2.519 0.1148
H -5.172 0.919 0.505 0.0756
H -5.503 0.140 2.067 0.0936
H -3.838 0.352 1.508 0.0692
H -5.830 3.867 1.860 0.0921
H -6.159 3.086 3.405 0.0915
H -6.783 2.367 1.903 0.0853
C -3.951 -1.247 -1.975 -0.3344
O -3.977 -0.319 -1.187 0.0075
N -2.879 -2.041 -2.179 -0.1918
C -2.898 -3.137 -3.122 -0.0603
C -1.673 -1.771 -1.414 -0.0388
H -4.819 -1.521 -2.597 0.1343
H -2.708 -4.088 -2.621 0.0901
H -2.143 -2.999 -3.899 0.0884
H -3.876 -3.187 -3.597 0.0821
H -1.871 -1.846 -0.345 0.0838
H -1.306 -0.764 -1.612 0.0805
H -0.908 -2.494 -1.689 0.0898
C -2.273 -1.145 8.174 -0.3516
O -1.463 -0.546 7.492 -0.0124
N -3.465 -1.589 7.726 -0.1966
C -4.398 -2.284 8.583 -0.0645
C -3.810 -1.351 6.334 -0.0403
H -2.101 -1.369 9.241 0.1318
H -4.603 -3.289 8.208 0.0883
H -5.344 -1.742 8.654 0.0887
H -3.975 -2.369 9.583 0.0807
H -3.088 -1.822 5.668 0.0745
H -3.811 -0.284 6.112 0.0932
H -4.799 -1.763 6.144 0.0870
C 6.212 -0.790 -9.133 -0.3637
O 6.443 -0.500 -10.292 0.0059
N 6.594 -0.056 -8.070 -0.1977
C 6.288 -0.443 -6.706 -0.0611
C 7.337 1.168 -8.308 -0.0429
H 5.656 -1.700 -8.849 0.1289
H 5.698 0.319 -6.197 0.0618
H 7.204 -0.602 -6.133 0.0925
H 5.725 -1.376 -6.720 0.0795
H 6.757 1.860 -8.920 0.0912
H 8.268 0.958 -8.836 0.0910
H 7.559 1.633 -7.350 0.0867



[3]
13
Properties=species:S:1:pos:R:3:lowdin_charge:R:1 method="wB97M-V/def2-TZVPD" gap_ev=9.51 total_energy_ha=-620.7279 molar_mass_g_mol=214.99 smiles="CN(O)C(=O)CI" lumo_ev=0.20
C -0.268 0.529 -0.682 -0.4737
C 1.488 0.935 1.010 -0.0458
C -1.629 -0.583 -1.068 -0.5349
N 0.465 0.157 0.361 -0.1934
O -0.083 1.453 -1.464 0.0309
O 0.007 -0.925 1.156 -0.0659
I -0.832 -2.409 -1.908 0.7195
H 1.020 1.561 1.983 0.1429
H 2.284 0.313 1.455 0.0767
H 1.872 1.769 0.222 0.1402
H -2.373 -0.236 -1.858 0.0338
H -2.235 -0.708 -0.070 0.0640
H 0.286 -1.855 0.863 0.1059



[4]
71
Properties=species:S:1:pos:R:3:lowdin_charge:R:1 method="wB97M-V/def2-TZVPD" charge=-1 gap_ev=6.55 total_energy_ha=-4546.8255 molar_mass_g_mol=602.17 lumo_ev=2.07
Br 1.572 -2.997 -2.561 0.5522
C 0.457 -2.663 -4.240 -0.6037
C 0.090 -1.130 -4.074 -0.2733
O -0.844 -1.238 -3.017 -0.1931
B -1.660 -2.370 -3.522 -0.6438
O -0.670 -3.419 -3.994 -0.1870
H 1.124 -2.984 -5.046 0.0876
H -0.421 -0.631 -4.915 0.1133
H 1.020 -0.652 -3.736 0.0849
H -2.500 -2.778 -2.763 0.0605
H -2.183 -2.037 -4.585 0.0634
C -5.400 -2.064 2.735 -0.0563
O -4.453 -2.331 1.709 0.0032
C -3.790 -1.247 1.288 -0.6304
O -3.942 -0.129 1.709 0.1041
O -2.948 -1.626 0.341 0.0232
C -2.161 -0.563 -0.217 -0.0094
H -5.870 -3.011 2.993 0.0905
H -4.907 -1.665 3.622 0.0764
H -6.167 -1.374 2.384 0.0962
H -1.542 -0.101 0.554 0.0887
H -2.801 0.181 -0.690 0.1042
H -1.508 -0.991 -0.977 0.0761
C 3.867 0.736 1.204 -0.0364
O 2.467 0.587 1.429 0.0199
C 1.944 1.488 2.254 -0.6195
O 2.538 2.374 2.808 0.1122
O 0.642 1.234 2.352 0.0097
C -0.072 2.122 3.208 -0.0379
H 4.168 -0.048 0.514 0.0966
H 4.080 1.703 0.748 0.0939
H 4.424 0.619 2.133 0.0956
H -0.008 3.146 2.843 0.0980
H 0.303 2.055 4.230 0.0962
H -1.115 1.813 3.199 0.0884
C -0.870 -5.417 -6.509 -0.0238
O -0.208 -4.500 -7.388 0.0153
C -0.410 -4.735 -8.677 -0.6298
O -1.075 -5.618 -9.146 0.1158
O 0.260 -3.811 -9.374 0.0017
C 0.128 -3.947 -10.784 -0.0582
H -0.634 -5.122 -5.488 0.0794
H -1.950 -5.365 -6.642 0.1032
H -0.512 -6.434 -6.676 0.0948
H -0.913 -3.839 -11.086 0.0952
H 0.524 -4.907 -11.118 0.0939
H 0.711 -3.150 -11.239 0.0889
C 3.158 8.390 -0.320 -0.0485
O 3.900 7.940 0.811 0.0003
C 3.976 6.611 0.912 -0.6306
O 3.489 5.822 0.155 0.1339
O 4.687 6.322 1.998 0.0043
C 4.847 4.919 2.230 -0.0346
H 3.164 9.477 -0.297 0.0901
H 3.625 8.054 -1.245 0.0971
H 2.126 8.043 -0.267 0.0981
H 5.379 4.451 1.402 0.0970
H 3.882 4.439 2.385 0.0793
H 5.439 4.806 3.135 0.0941
C -0.618 -0.026 9.955 -0.0482
O -1.603 -0.524 9.054 0.0032
C -1.377 -0.207 7.778 -0.6303
O -0.451 0.435 7.367 0.1268
O -2.358 -0.725 7.045 0.0094
C -2.239 -0.460 5.646 -0.0282
H -0.905 -0.345 10.954 0.0909
H 0.363 -0.441 9.722 0.0974
H -0.586 1.063 9.929 0.0968
H -1.323 -0.894 5.247 0.1044
H -2.271 0.611 5.453 0.0954
H -3.088 -0.927 5.153 0.0816



[5]
49
Properties=species:S:1:pos:R:3:lowdin_charge:R:1 method="wB97M-V/def2-TZVPD" charge=-1 gap_ev=6.62 total_energy_ha=-7073.9335 molar_mass_g_mol=607.17 lumo_ev=2.16
F 2.371 -0.294 3.206 0.0368
C 1.703 -1.133 2.375 -0.9398
F 2.290 -2.323 2.500 0.0068
Br 2.024 -0.552 0.546 0.8423
C 0.209 -1.153 2.773 -0.8177
F 0.257 -1.381 4.151 -0.0382
Br -0.582 -2.705 1.959 0.8087
C -0.485 0.185 2.483 -0.3269
C -1.710 0.203 1.570 -0.4369
Nb -3.749 -0.120 2.482 0.7368
H 0.296 0.853 2.086 0.0709
H -0.749 0.583 3.477 0.1011
H -1.881 1.254 1.250 0.0452
H -1.516 -0.378 0.658 -0.0096
H -3.744 -1.675 1.498 -0.1440
H -2.944 -1.215 3.733 -0.1522
H -3.683 1.091 3.903 -0.1917
H -4.904 0.914 1.434 -0.1869
H -5.128 -1.134 3.110 -0.1910
C -4.152 -2.420 -4.120 -0.2298
C -5.199 -2.884 -3.094 -0.2187
C -4.562 -2.772 -1.705 -0.2186
S -3.346 -1.446 -1.815 0.6165
O -2.031 -2.008 -1.641 -0.3323
O -3.790 -0.325 -1.043 -0.3772
C -3.576 -1.121 -3.570 -0.2332
H -4.587 -2.276 -5.108 0.1079
H -3.360 -3.167 -4.206 0.1152
H -6.076 -2.237 -3.152 0.1138
H -5.530 -3.904 -3.288 0.1079
H -5.257 -2.502 -0.914 0.1007
H -4.019 -3.671 -1.422 0.1042
H -2.617 -0.832 -3.991 0.1026
H -4.286 -0.298 -3.651 0.1038
C 6.317 1.692 0.215 -0.2198
C 6.272 3.052 0.926 -0.2150
C 5.795 4.083 -0.102 -0.2211
S 4.756 3.181 -1.272 0.6566
O 5.398 3.203 -2.564 -0.3299
O 3.390 3.609 -1.145 -0.3175
C 4.996 1.567 -0.534 -0.2470
H 6.445 0.870 0.918 0.1154
H 7.151 1.666 -0.490 0.1166
H 5.568 3.004 1.759 0.1177
H 7.244 3.329 1.332 0.1099
H 5.193 4.880 0.326 0.0994
H 6.618 4.506 -0.674 0.0994
H 4.998 0.822 -1.326 0.1085
H 4.172 1.378 0.153 0.0504



[6]
67
Properties=species:S:1:pos:R:3:mulliken_spin:R:1 method="wB97M-V/def2-TZVPD" spin_multiplicity=2 gap_ev="8.05 / 6.92" total_energy_ha=-5290.3015 s2=0.755 molar_mass_g_mol=859.53 lumo_ev="0.04 / -1.17"
Ir 0.604 -0.765 0.349 0.7997
N 4.580 0.179 3.306 -0.0001
C 3.299 -0.632 3.252 -0.0025
C 3.057 -1.319 4.585 -0.0004
P 2.012 0.678 2.901 0.0071
O 0.801 0.114 3.687 -0.0008
O 2.638 1.928 3.418 0.0044
O 1.750 0.659 1.386 0.0310
P 3.490 -1.722 1.765 0.0064
O 3.947 -3.148 2.349 0.0003
O 4.626 -1.105 1.030 0.0021
O 2.141 -2.000 1.107 0.0218
H 4.261 1.159 3.490 0.0000
H 5.004 0.068 2.359 0.0003
H 5.223 -0.163 4.015 -0.0001
H 2.946 -0.581 5.381 0.0001
H 3.876 -2.002 4.825 0.0001
H 2.131 -1.888 4.541 -0.0001
H -0.138 0.332 3.315 -0.0001
H 3.188 -3.728 2.494 0.0005
Br 3.059 -0.482 -1.487 0.0163
C 2.267 -1.817 -2.548 -0.0168
C 3.061 -2.504 -3.416 0.0086
C 2.474 -3.395 -4.337 -0.0073
C 1.121 -3.524 -4.387 0.0097
C 0.283 -2.833 -3.476 -0.0083
C -1.122 -2.956 -3.562 0.0240
C -1.925 -2.307 -2.681 -0.0099
C -1.363 -1.553 -1.627 -0.0160
C -0.004 -1.416 -1.487 0.0240
C 0.860 -2.006 -2.469 -0.0138
H 4.130 -2.345 -3.413 0.0006
H 3.106 -3.939 -5.026 -0.0005
H 0.657 -4.164 -5.128 0.0002
H -1.541 -3.575 -4.347 0.0013
H -3.002 -2.403 -2.748 -0.0001
H -2.019 -1.121 -0.893 0.0086
F -0.314 -2.352 0.835 0.0257
O -1.383 0.700 2.792 0.0050
C -1.824 0.527 1.651 -0.0125
O -1.243 -0.030 0.659 0.0383
C -3.214 1.000 1.345 0.0004
C -3.625 1.206 0.037 0.0019
C -4.910 1.673 -0.258 0.0004
C -5.739 1.903 0.809 -0.0001
O -7.026 2.358 0.790 -0.0001
C -7.449 2.411 2.155 0.0000
O -6.358 1.995 2.971 0.0000
C -5.334 1.689 2.114 -0.0005
C -4.079 1.245 2.424 0.0008
H -2.927 1.008 -0.764 -0.0001
H -5.240 1.843 -1.273 0.0000
H -8.295 1.736 2.299 0.0000
H -7.727 3.436 2.408 0.0000
H -3.746 1.088 3.439 0.0000
C 0.633 2.912 -3.932 0.0010
N 0.780 2.665 -2.506 0.0041
C 1.741 3.439 -1.730 0.0007
C 0.194 1.614 -1.940 0.0001
O 0.370 1.304 -0.762 0.0405
H 0.819 3.965 -4.131 0.0000
H -0.380 2.675 -4.251 0.0001
H 1.336 2.316 -4.517 0.0003
H 1.806 4.442 -2.146 0.0002
H 2.726 2.969 -1.750 0.0005
H 1.412 3.486 -0.696 -0.0011
H -0.480 1.052 -2.600 0.0044



[7]
16
Properties=species:S:1:pos:R:3:lowdin_charge:R:1 method="wB97M-V/def2-TZVPD" charge=-1 gap_ev=6.61 total_energy_ha=-648.5094 molar_mass_g_mol=108.19 lumo_ev=3.86
C 1.648 2.124 0.523 -0.1535
N 0.917 0.844 0.493 -0.1443
C -0.400 1.000 1.077 -0.4028
C -1.240 -0.259 0.867 -0.6964
S -1.510 -0.643 -0.935 0.1271
H 2.446 2.170 -0.216 0.0626
H 2.047 2.202 1.540 0.0619
H 0.959 2.976 0.420 0.0593
H 0.725 0.553 -0.450 0.0140
H -0.287 1.125 2.160 0.0970
H -0.979 1.853 0.695 0.0914
H -2.245 -0.173 1.265 0.0178
H -0.637 -1.088 1.247 0.0346
H 2.219 -1.574 -1.400 0.0139
H 0.798 -2.003 -1.234 -0.0575
O 1.704 -2.320 -1.061 -0.1250



[8]
12
Properties=species:S:1:pos:R:3:lowdin_charge:R:1 method="wB97M-V/def2-TZVPD" gap_ev="5.10 / 5.10" total_energy_ha=-1217.9922 molar_mass_g_mol=126.19 lumo_ev="-2.50 / -2.50"
C 1.135 -1.460 -1.178 -0.6245
C -1.889 1.439 0.494 -0.4169
P 0.868 0.829 1.749 0.5373
S 2.738 -0.640 -0.929 0.3840
S -0.882 -0.021 1.084 0.4131
H 0.604 -1.193 -0.318 -0.1497
H 1.221 -2.532 -1.333 0.0209
H 0.775 -1.114 -2.155 0.0145
H -1.748 1.278 -0.622 0.0528
H -1.497 2.316 0.969 -0.0036
H -2.959 1.382 0.889 0.0563
H 1.634 -0.286 1.350 -0.2842



[9]
90
Properties=species:S:1:pos:R:3:mulliken_spin:R:1 method="wB97M-V/def2-TZVPD" spin_multiplicity=5 charge=+1 gap_ev="6.33 / 5.04" total_energy_ha=-2498.5853 s2=6.014 molar_mass_g_mol=726.32 lumo_ev="-2.25 / -5.50"
O 6.344 -0.898 -0.160 0.0049
C 6.374 -2.275 -0.685 -0.0007
C 7.869 -2.337 -0.879 0.0000
H 5.819 -2.363 -1.629 -0.0003
H 5.982 -2.979 0.053 -0.0001
C 7.795 -0.864 -0.413 0.0006
H 8.202 -2.495 -1.906 0.0000
H 8.382 -3.013 -0.197 0.0000
C 8.214 0.099 -1.519 0.0001
H 7.761 -0.182 -2.475 0.0000
H 9.309 0.053 -1.616 0.0000
H 7.955 1.131 -1.278 0.0000
C 8.577 -0.609 0.862 -0.0001
H 8.303 -1.366 1.605 0.0000
H 8.375 0.395 1.246 0.0000
H 9.645 -0.681 0.619 0.0000
Os 1.406 1.216 1.610 2.0614
C 0.249 1.180 3.405 0.0653
C -0.350 0.330 2.429 0.0226
C 0.549 -0.730 2.147 0.0028
H -1.338 0.438 1.973 0.1349
C 1.717 -0.516 2.939 0.1574
C 1.523 0.649 3.721 0.0727
H 2.254 1.081 4.401 0.0272
H -0.178 2.094 3.816 -0.0126
H 0.389 -1.533 1.440 0.0184
H 2.611 -1.124 2.934 0.0689
C 0.004 2.685 1.005 0.1509
C 1.205 3.344 1.397 -0.0346
C 2.232 2.925 0.504 0.1333
H 1.316 4.022 2.236 -0.0057
C 1.657 2.021 -0.433 0.2596
C 0.287 1.870 -0.131 -0.1458
H -0.414 1.190 -0.635 0.0394
H -0.969 2.830 1.458 0.0223
H 3.277 3.204 0.560 0.0541
H 2.188 1.512 -1.228 0.0374
O 3.635 -1.316 -2.081 0.0123
C 3.700 -0.921 -0.694 -0.0913
C 3.524 -2.125 0.237 0.0038
H 2.929 -0.140 -0.508 0.0705
H 4.666 -0.459 -0.516 -0.0039
C 3.309 -3.303 -0.737 -0.0001
H 2.634 -1.935 0.845 -0.0127
H 4.387 -2.254 0.897 -0.0058
C 2.945 -2.601 -2.060 0.0002
H 2.527 -3.963 -0.369 -0.0010
H 4.227 -3.902 -0.844 0.0008
H 1.844 -2.420 -2.058 0.0005
H 3.209 -3.137 -2.976 0.0005
C -3.049 2.114 -3.144 0.0051
Si -4.079 0.677 -2.492 0.0091
C -5.934 0.903 -2.791 0.0473
C -3.441 -0.920 -3.268 0.0032
Si -3.703 0.550 -0.194 0.6141
Si -4.918 2.268 0.839 0.0469
C -6.737 1.735 0.867 0.0488
C -4.251 2.484 2.594 0.0141
C -4.726 3.860 -0.164 -0.0027
Si -4.562 -1.501 0.538 0.0559
C -6.226 -1.810 -0.312 0.0471
C -3.289 -2.824 0.110 0.0028
C -4.774 -1.453 2.413 0.0025
H -3.452 2.466 -4.105 0.0004
H -2.016 1.781 -3.319 0.0034
H -3.012 2.970 -2.458 0.0007
H -6.089 1.145 -3.853 0.0054
H -6.503 -0.009 -2.571 -0.0037
H -6.371 1.719 -2.201 -0.0069
H -2.343 -0.946 -3.238 -0.0001
H -3.812 -1.826 -2.772 0.0008
H -3.748 -0.958 -4.323 0.0001
H -6.881 0.781 1.392 -0.0047
H -7.330 2.495 1.398 0.0040
H -7.161 1.630 -0.140 -0.0022
H -3.238 2.911 2.593 0.0005
H -4.893 3.172 3.166 -0.0003
H -4.210 1.535 3.145 -0.0036
H -3.721 4.284 -0.034 0.0017
H -4.887 3.707 -1.240 0.0020
H -5.450 4.617 0.173 0.0007
H -6.126 -1.907 -1.401 -0.0033
H -6.648 -2.752 0.067 0.0046
H -6.958 -1.017 -0.114 -0.0057
H -2.495 -2.838 0.868 0.0057
H -3.761 -3.819 0.102 0.0001
H -2.817 -2.663 -0.867 -0.0026
H -3.832 -1.730 2.905 0.0024
H -5.079 -0.473 2.800 -0.0015
H -5.534 -2.186 2.720 0.0003



[10]
6
Properties=species:S:1:pos:R:3:lowdin_charge:R:1 method="wB97M-V/def2-TZVPD" gap_ev=11.47 total_energy_ha=-152.8678 molar_mass_g_mol=36.03 smiles=O.O lumo_ev=0.66
H -0.388 -0.837 1.908 0.0897
H -1.505 -0.737 0.752 0.0441
H 0.753 0.326 -1.861 0.0000
H 0.354 -0.031 -0.495 -0.0138
O -0.598 -0.554 0.976 -0.0585
O 0.696 0.714 -1.014 -0.0616